{
  "formula": "C13H27NPbSi2",
  "method": "ωB97M-V with the def2-TZVPD basis set",
  "total_energy_ev": -36411.1562,
  "de_lowest_kj_mol": 0.0,
  "lumo_energy_ev": -0.36,
  "gap_ev": 6.1,
  "homo_energy_ev": -6.49,
  "species": ["Pb", "C", "H", "H", "H", "H", "H", "C", "Si", "C", "C", "C", "C", "C", "C", "C", "C", "N", "Si", "C", "C", "C", "H", "H", "H", "H", "H", "H", "H", "H", "H", "H", "H", "H", "H", "H", "H", "H", "H", "H", "H", "H", "H", "H"],
  "xyz": [[-0.1978, -1.5033, -1.6375], [-0.2594, -0.6376, -3.7862], [0.7464, -0.2592, -3.9888], [-0.5191, -1.4589, -4.4711], [-1.0174, 0.1593, -3.8130], [-2.2157, 1.0395, -5.4500], [-2.5623, 1.0266, -4.7743], [-2.8934, 0.5627, 0.2938], [-1.6223, -0.3822, 1.2894], [-1.5533, 0.2403, 3.0550], [-2.2113, -2.1677, 1.3432], [0.0708, -0.1909, 0.4777], [0.3760, 1.1105, -0.1825], [0.5463, 2.3441, 0.4921], [0.7660, 3.4938, -0.2557], [0.7981, 3.4108, -1.6487], [0.6992, 2.1507, -2.2459], [0.4856, 1.0385, -1.5316], [1.6335, -1.1230, 1.0311], [2.4238, -0.1127, 2.3688], [1.2246, -2.8435, 1.6361], [2.8487, -1.3153, -0.3772], [-3.8423, 0.5345, 0.8540], [-3.0766, 0.1190, -0.6975], [-2.5968, 1.6121, 0.1557], [-2.5174, -0.0007, 3.5320], [-0.7551, -0.2414, 3.6393], [-1.4091, 1.3307, 3.1020], [-2.3768, -2.6117, 0.3499], [-1.5327, -2.8159, 1.9111], [-3.1804, -2.1382, 1.8675], [0.4949, 2.3588, 1.5785], [0.8816, 4.4585, 0.2288], [0.9109, 4.2765, -2.2980], [0.7682, 2.0148, -3.3296], [1.7451, 0.0109, 3.2209], [3.3291, -0.6401, 2.7001], [2.7091, 0.8809, 1.9980], [0.7344, -3.4780, 0.8851], [2.1851, -3.3111, 1.8957], [0.5979, -2.8155, 2.5351], [2.5221, -2.0846, -1.0949], [3.0455, -0.3839, -0.9231], [3.7965, -1.6583, 0.0643]],
  "atomic_forces_ev_per_a": [[0.125, -0.866, -0.215], [-0.608, -0.118, 0.379], [-0.149, 0.057, -0.055], [0.060, 0.347, 0.097], [0.582, -0.280, -0.210], [-0.391, 0.042, 0.540], [0.164, 0.108, -0.690], [-0.261, 0.203, 0.118], [1.416, 0.045, -0.278], [-0.494, 0.070, 0.278], [-0.107, -0.003, 0.121], [-0.236, -0.395, -0.678], [-0.072, -0.002, 0.237], [0.014, -0.403, -0.464], [-0.242, -0.102, -0.179], [0.130, -0.452, -0.455], [-0.135, 0.234, 0.466], [0.473, 0.882, 0.422], [-1.490, 0.766, -0.148], [0.467, -0.090, 0.268], [0.177, -0.151, 0.149], [0.266, -0.008, -0.183], [0.157, 0.122, -0.267], [0.073, 0.099, 0.237], [-0.135, -0.217, -0.001], [0.259, 0.186, 0.107], [-0.199, 0.093, -0.223], [-0.026, -0.293, 0.004], [0.055, 0.090, 0.281], [-0.221, 0.096, -0.164], [0.199, -0.172, -0.144], [0.028, 0.062, -0.221], [-0.021, -0.105, -0.001], [0.066, -0.072, 0.323], [-0.039, 0.113, 0.359], [0.154, -0.015, -0.113], [-0.055, 0.275, 0.153], [-0.035, -0.211, 0.096], [0.096, 0.225, 0.141], [-0.222, -0.073, 0.056], [0.149, -0.058, -0.110], [0.208, 0.120, 0.100], [-0.048, -0.156, 0.116], [-0.132, 0.006, -0.248]]
}


{
  "formula": "C4H15NO2",
  "method": "ωB97M-V with the def2-TZVPD basis set",
  "total_energy_ev": -9974.0759,
  "multiplicity": 2,
  "charge": -1,
  "de_lowest_kj_mol": 131.2,
  "lumo_energy_ev": [3.28, 3.14],
  "gap_ev": [2.3, 8.6],
  "homo_energy_ev": [1.03, -5.43],
  "species": ["C", "C", "N", "C", "C", "H", "H", "H", "H", "H", "H", "H", "H", "H", "H", "H", "H", "H", "O", "H", "H", "O"],
  "xyz": [[0.7857, -0.3350, -1.7726], [0.0722, 0.7366, -0.9997], [-0.7690, 0.2745, 0.0670], [-1.3773, 1.3320, 0.9032], [-0.1211, -0.7916, 0.8351], [1.0903, -0.0163, -2.6916], [0.3550, -1.3187, -1.7317], [1.7599, -0.4470, -1.2744], [0.8516, 1.2677, -0.5292], [-0.6271, 1.2995, -1.7244], [-0.7103, 1.9782, 1.4297], [-1.9832, 1.9505, 0.2422], [-1.9526, 0.8071, 1.6536], [0.8216, -0.4784, 1.3178], [0.1286, -1.6102, 0.1520], [-0.8510, -1.0676, 1.5934], [4.2637, 0.5136, -0.3471], [3.8594, -0.1295, 1.1627], [3.7276, 0.5331, 0.4592], [-3.8855, -1.4709, 0.7056], [-2.4652, -1.1705, 0.0272], [-2.9735, -1.8572, 0.5221]],
  "atomic_forces_ev_per_a": [[0.998, -0.958, 2.907], [-2.115, 0.464, -1.470], [-0.909, -0.954, 0.663], [0.202, -1.361, -1.292], [0.041, 0.675, 0.264], [0.200, 0.732, -2.850], [-0.576, -0.255, -0.606], [-0.092, -0.314, 0.080], [0.972, 1.825, 0.034], [1.311, -0.128, 1.152], [1.049, 0.519, 0.338], [-0.306, 0.035, 0.148], [-0.547, 0.100, 0.127], [-0.140, 0.035, -0.079], [-0.260, -0.012, 0.553], [0.266, -0.533, 0.102], [0.593, -0.875, 0.350], [0.763, -0.271, -0.750], [-1.471, 1.143, 0.382], [1.967, -0.610, -0.520], [-0.317, -0.204, 0.422], [-1.629, 0.945, 0.044]]
}


{
  "formula": "C7H13N3O3",
  "method": "ωB97M-V with the def2-TZVPD basis set",
  "total_energy_ev": -18080.4507,
  "smiles": "CC1=NN(C)[C@@H](C(=O)O)[C@H](O)N1C",
  "de_lowest_kj_mol": 340.1,
  "lumo_energy_ev": 0.63,
  "gap_ev": 8.9,
  "homo_energy_ev": -8.28,
  "species": ["C", "C", "N", "N", "C", "C", "C", "O", "O", "C", "O", "N", "C", "H", "H", "H", "H", "H", "H", "H", "H", "H", "H", "H", "H", "H"],
  "xyz": [[2.8756, 0.6350, -0.3172], [1.4245, 0.3631, -0.2378], [0.6062, 1.3678, -0.2313], [-0.7740, 1.2835, -0.0622], [-1.0836, 2.3870, 0.8260], [-1.2401, -0.0170, 0.4002], [-2.7092, -0.1000, 0.1110], [-3.5739, -0.7447, 0.6362], [-3.1193, 0.7268, -0.9009], [-0.4253, -1.1983, -0.4850], [-0.8887, -2.4147, -0.2309], [0.9744, -0.9583, -0.1469], [1.7821, -2.1339, -0.0942], [3.4813, 0.2334, 0.5211], [3.1393, 1.7171, -0.1303], [3.2524, 0.2466, -1.2652], [-1.1637, 3.3673, 0.2758], [-2.1660, 2.1699, 1.2795], [-0.5660, 2.5166, 1.7024], [-0.9775, -0.2628, 1.4171], [-2.3490, 1.2021, -1.1129], [-0.5381, -0.9011, -1.4882], [-1.8788, -2.2539, -0.3204], [1.2056, -2.8804, 0.4594], [2.0075, -2.4985, -1.1235], [2.7043, -1.8527, 0.5183]],
  "atomic_forces_ev_per_a": [[1.455, 1.059, 0.919], [-2.332, -0.136, 0.635], [1.988, 0.069, -0.460], [1.142, -0.677, 0.413], [-5.431, 0.617, -0.994], [0.914, -1.244, -1.228], [-1.990, 1.233, -0.849], [0.808, -1.038, 0.655], [-1.049, -1.754, 1.018], [0.698, 4.996, 1.524], [-2.380, -1.340, 0.455], [-0.963, 0.182, 0.057], [1.546, 0.238, 0.616], [-0.604, -0.629, -0.493], [-0.872, -0.925, -0.990], [0.333, 0.226, 0.115], [0.287, -1.123, 0.458], [1.848, 0.589, -1.246], [2.199, -0.099, 1.778], [-0.234, -0.030, 0.563], [2.002, 1.611, -1.009], [-0.454, 0.318, -1.774], [1.404, -1.164, 0.382], [0.423, -0.097, -0.192], [0.269, -0.030, 0.762], [-1.007, -0.854, -1.114]]
}


{
  "formula": "C13H11AsN3OPdS6Te",
  "method": "ωB97M-V with the def2-TZVPD basis set",
  "total_energy_ev": -156802.3349,
  "charge": -1,
  "de_lowest_kj_mol": 151.2,
  "lumo_energy_ev": [1.63, 1.63],
  "gap_ev": [6.7, 6.7],
  "homo_energy_ev": [-5.12, -5.12],
  "species": ["Pd", "S", "As", "S", "S", "S", "Te", "C", "C", "C", "C", "S", "H", "H", "H", "N", "C", "N", "C", "N", "C", "S", "O", "C", "C", "C", "C", "C", "C", "H", "H", "H", "H", "H", "H", "H", "H"],
  "xyz": [[-1.1250, 0.0222, 0.5689], [-1.0698, 3.2210, 0.3978], [-2.1364, 1.9624, -1.1760], [-3.2533, 0.5601, 0.0505], [-0.7545, 0.4471, -1.7655], [-2.9981, 3.3648, -2.4252], [-1.4355, 1.8361, 2.4132], [0.3560, 1.3410, 3.3841], [0.5145, 0.1871, 4.0998], [1.7482, 0.1461, 4.8066], [2.5054, 1.2603, 4.6005], [1.7091, 2.3724, 3.5751], [-0.2172, -0.6111, 4.0916], [2.0611, -0.6858, 5.4236], [3.4866, 1.4706, 4.9997], [-1.1917, -2.3559, 1.0349], [-0.9657, -3.2687, 0.3409], [-0.8142, -4.3605, -0.3414], [0.1868, -4.5576, -1.1697], [1.0388, -4.8288, -1.9206], [3.5346, 0.1045, 0.6697], [2.0305, -0.7059, 0.1197], [0.9809, 0.1150, 0.8353], [2.2210, -2.2203, 1.0297], [1.8238, -2.2769, 2.3583], [2.0039, -3.4585, 3.0539], [2.5742, -4.5592, 2.4210], [2.9492, -4.4907, 1.0884], [2.7619, -3.3130, 0.3755], [3.4688, 0.2310, 1.7513], [3.5923, 1.0712, 0.1713], [4.3861, -0.5207, 0.3999], [1.3479, -1.4162, 2.8084], [1.6817, -3.5332, 4.0855], [2.6938, -5.4888, 2.9645], [3.3360, -5.3647, 0.5819], [2.9930, -3.2693, -0.6824]],
  "atomic_forces_ev_per_a": [[0.386, -0.860, -0.414], [0.204, 0.168, 1.025], [-0.252, 0.275, -0.337], [-0.834, 0.075, 0.091], [0.276, -0.085, -0.200], [0.015, -0.080, -0.040], [-0.298, 0.334, -0.366], [0.318, 0.329, 0.011], [-0.177, 0.233, 0.068], [0.023, 0.044, 0.045], [0.031, -0.133, 0.101], [-0.037, 0.065, -0.074], [0.003, 0.020, 0.035], [0.009, 0.023, -0.036], [-0.053, 0.017, -0.043], [0.103, 0.066, -0.032], [0.089, -0.120, 0.043], [0.008, -0.075, -0.080], [0.198, 0.045, -0.160], [-0.294, 0.117, 0.343], [0.029, -0.051, -0.006], [-0.116, 0.000, -0.218], [0.276, -0.126, 0.447], [0.115, -0.008, 0.128], [-0.011, -0.032, -0.101], [0.027, -0.013, -0.011], [-0.020, -0.020, 0.003], [-0.066, -0.029, -0.017], [0.047, -0.014, -0.024], [-0.020, -0.020, -0.017], [-0.046, -0.031, 0.003], [-0.033, 0.024, -0.007], [0.121, -0.164, -0.166], [-0.004, 0.004, -0.014], [0.007, 0.022, -0.009], [0.005, 0.022, -0.005], [-0.030, -0.022, 0.034]]
}